Entry from OMol25: a cluster of 2 separate species, C23H21BrO4S in total at a distorted geometry (ωB97M-V/def2-TZVPD).

Values from the calculation:
Total charge: 0

CARTESIAN COORDINATES (ANGSTROEM)
C  -5.333  -3.483  -2.420
O  -4.848  -3.295  -1.075
C  -3.695  -2.593  -0.919
C  -3.232  -2.397  0.410
C  -2.042  -1.756  0.644
C  -1.191  -1.375  -0.443
C  0.159  -1.002  -0.237
C  1.223  -1.201  -1.163
C  2.493  -0.595  -0.890
C  3.568  -0.794  -1.734
C  3.385  -1.558  -2.915
O  4.475  -1.572  -3.731
C  5.507  -0.721  -3.114
C  4.977  -0.287  -1.735
C  2.169  -2.210  -3.206
C  1.133  -2.084  -2.308
C  -1.739  -1.437  -1.760
C  -2.957  -2.046  -2.005
H  -6.290  -3.992  -2.313
H  -5.472  -2.510  -2.913
H  -4.646  -4.119  -2.998
H  -3.860  -2.740  1.229
H  -1.709  -1.564  1.659
H  0.447  -0.636  0.774
H  2.609  -0.006  0.020
H  6.430  -1.314  -3.065
H  5.677  0.131  -3.789
H  5.023  0.798  -1.605
H  5.564  -0.773  -0.948
H  2.076  -2.799  -4.123
H  0.222  -2.667  -2.464
H  -1.156  -1.051  -2.596
H  -3.317  -2.106  -3.034
Br  2.007  1.258  2.087
C  0.278  1.134  1.283
S  -1.057  1.435  2.384
C  -0.778  2.968  3.271
C  0.030  2.952  4.417
C  0.385  4.161  5.024
C  -0.082  5.376  4.502
C  -0.824  5.386  3.315
C  -1.177  4.181  2.695
O  -2.187  1.640  1.506
O  -1.106  0.400  3.391
H  0.191  1.886  0.497
H  0.370  2.002  4.833
H  1.032  4.150  5.911
H  0.157  6.319  5.013
H  -1.129  6.335  2.863
H  -1.760  4.172  1.773

Cartesian forces, eV/Å:
C 0.2 0.1 0.4
O 0.5 0.4 -0.3
C 0.4 0.2 -0.2
C -0.5 -0.1 -0.6
C 0.6 0.1 -0.5
C -1.1 0.2 -0.8
C 0.5 -0.8 1.4
C 0.9 -0.3 -1.1
C -0.1 -0.5 -0.1
C -0.9 -0.6 -1.0
C -0.1 0.4 0.2
O -0.4 0.2 0.8
C -0.1 -0.1 -0.4
C 0.3 0.0 0.2
C 1.0 0.0 -0.2
C -0.4 0.9 0.8
C 0.2 -0.4 0.6
C -0.3 -0.2 0.3
H 0.1 0.1 0.0
H 0.0 -0.3 0.1
H -0.1 0.2 0.1
H 0.1 0.1 -0.2
H 0.0 -0.1 0.0
H -0.4 -0.9 -0.8
H -0.1 -0.1 -0.3
H -0.4 0.2 0.0
H -0.1 -0.3 0.2
H 0.1 -0.2 0.1
H -0.1 0.2 0.0
H 0.0 0.1 0.5
H 0.4 0.3 0.0
H -0.3 0.0 0.3
H 0.1 0.0 0.5
Br 0.3 0.1 0.4
C -0.9 1.3 0.2
S 0.6 0.1 -0.4
C 0.5 0.3 -0.1
C -0.1 0.2 0.0
C -0.2 0.1 0.0
C 0.2 -0.2 -0.1
C -0.1 -0.2 0.1
C 0.2 0.0 0.3
O -0.2 0.0 0.0
O 0.0 -0.2 0.1
H 0.2 0.0 0.1
H -0.1 0.3 -0.2
H -0.4 0.0 -0.4
H -0.1 -0.5 -0.3
H 0.0 -0.4 0.2
H 0.2 0.0 0.3

Quick look at the Löwdin charges, all values in e: atom 1 (C): -0.06, atom 2 (O): -0.07, atom 3 (C): -0.24, atom 4 (C): 0.02, atom 5 (C): 0.02, atom 6 (C): -0.19, atom 7 (C): 0.05, atom 8 (C): -0.17, atom 9 (C): 0.05, atom 10 (C): -0.14, atom 11 (C): -0.20, atom 12 (O): -0.01, atom 13 (C): -0.11, atom 14 (C): -0.09, atom 15 (C): 0.01, atom 16 (C): -0.01, atom 17 (C): -0.02, atom 18 (C): 0.00, atom 19 (H): 0.09, atom 20 (H): 0.10, atom 21 (H): 0.10, atom 22 (H): 0.13, atom 23 (H): 0.12, atom 24 (H): 0.05, atom 25 (H): 0.03, atom 26 (H): 0.12, atom 27 (H): 0.12, atom 28 (H): 0.13, atom 29 (H): 0.12, atom 30 (H): 0.12, atom 31 (H): 0.11, atom 32 (H): 0.12, atom 33 (H): 0.11, atom 34 (Br): 0.67, atom 35 (C): -0.77, atom 36 (S): 0.52, atom 37 (C): -0.30, atom 38 (C): -0.09, atom 39 (C): -0.08, atom 40 (C): -0.09, atom 41 (C): -0.08, atom 42 (C): -0.06, atom 43 (O): -0.35, atom 44 (O): -0.35, atom 45 (H): 0.02, atom 46 (H): 0.10, atom 47 (H): 0.11, atom 48 (H): 0.10, atom 49 (H): 0.10, atom 50 (H): 0.11

---

Entry from OMol25: a structure of composition C23H21Cl3N5O5S2SiTl at a distorted geometry (ωB97M-V/def2-TZVPD).

Values from the calculation:
Total charge: -2
Energy relative to the best compared isomer or geometry (same formula, charge and spin), kcal/mol: 9.5

CARTESIAN COORDINATES (ANGSTROEM)
Tl  -2.954  8.434  16.864
O  1.963  8.767  21.417
C  1.079  9.722  21.609
O  1.140  10.550  22.487
C  -0.076  9.829  20.653
C  -1.023  10.799  20.713
N  -1.939  10.543  19.791
N  -1.610  9.550  18.963
C  -0.541  9.021  19.561
C  0.013  7.689  19.047
O  0.942  7.176  19.698
O  -0.494  7.272  17.965
H  1.667  8.086  20.649
H  -1.237  11.620  21.410
H  -2.706  11.112  19.476
C  -6.068  12.612  15.109
Si  -7.092  12.436  16.721
C  -6.771  13.844  17.902
C  -8.840  12.442  16.154
C  -6.884  10.745  17.542
C  -7.984  9.941  17.834
C  -7.754  8.752  18.563
C  -6.436  8.375  18.824
N  -5.365  9.073  18.411
C  -5.565  10.300  17.920
S  -4.276  11.384  17.734
H  -6.685  13.115  14.379
H  -5.748  11.606  14.779
H  -5.138  13.182  15.256
H  -7.342  14.734  17.549
H  -5.677  14.041  17.953
H  -7.177  13.623  18.850
H  -9.059  13.337  15.589
H  -9.583  12.400  16.972
H  -9.065  11.614  15.506
H  -8.933  10.235  17.436
H  -8.559  8.195  18.981
H  -6.223  7.471  19.371
Cl  -8.067  3.511  20.399
C  -6.749  4.292  19.551
C  -6.817  4.534  18.186
C  -5.760  5.136  17.552
Cl  -6.049  5.653  15.847
C  -4.483  5.492  18.180
O  -3.527  5.956  17.417
C  -4.460  5.175  19.587
Cl  -3.012  5.614  20.534
C  -5.555  4.640  20.288
H  -7.604  4.293  17.575
H  -5.514  4.369  21.330
S  2.111  5.289  15.472
C  0.882  4.335  16.066
N  0.076  4.820  17.041
C  -1.125  4.189  17.415
C  -1.595  3.108  16.666
C  -0.603  2.593  15.723
N  0.530  3.120  15.480
H  0.328  5.773  17.380
H  -1.748  4.692  18.179
H  -2.596  2.691  16.704
H  -0.850  1.608  15.309

Cartesian forces, eV/Å:
Tl 0.1 -0.2 0.2
O -0.1 -0.5 -0.5
C -0.8 -0.2 -1.1
O 0.6 0.2 0.7
C 0.4 -1.4 -0.5
C -1.2 1.4 1.4
N -0.2 0.7 -1.5
N 0.6 -1.0 1.8
C 0.8 -0.7 -0.6
C -0.8 1.1 -1.4
O 0.6 -0.4 0.3
O 0.5 0.2 1.1
H -0.3 0.7 0.8
H 0.6 -0.5 -0.3
H -0.6 0.3 -0.1
C 0.4 -0.3 0.9
Si 1.5 -0.9 -0.2
C 0.3 1.0 -1.4
C -1.3 0.4 0.5
C -0.1 0.0 0.0
C 1.9 -0.4 0.2
C 0.6 0.7 -0.1
C -0.6 0.6 -0.7
N 0.0 -0.3 0.6
C -1.5 0.1 -0.2
S 0.9 0.6 -0.3
H -0.1 0.0 -0.5
H -0.3 0.4 -0.1
H -0.4 -0.1 0.1
H 0.6 -0.3 0.1
H -0.9 0.0 0.1
H -0.2 -0.4 1.3
H -0.1 0.4 -0.2
H 0.3 0.1 -0.2
H 0.0 -0.5 -0.4
H -0.7 -0.1 0.3
H -0.5 -0.6 0.0
H 0.0 -0.3 0.0
Cl 0.0 0.0 -0.1
C 1.9 0.5 1.0
C 1.7 0.6 1.2
C 0.9 0.8 0.0
Cl 0.5 -0.5 1.2
C 0.1 0.0 -2.2
O -1.4 -0.5 2.2
C -0.2 0.3 0.4
Cl -0.7 -0.2 -0.6
C -1.1 -0.5 -2.1
H -2.1 -0.6 -0.9
H 0.2 0.2 0.1
S 0.4 -0.2 0.0
C -0.8 -0.2 -1.0
N -1.2 -1.4 0.7
C -0.2 0.5 -1.3
C 2.2 1.0 -0.1
C -2.4 -0.3 1.8
N 1.6 0.6 -0.2
H -0.8 -0.3 0.4
H 0.8 -0.2 -0.6
H 0.3 0.1 0.4
H 0.3 0.3 -0.4

Quick look at the Löwdin charges, all values in e: atom 1 (Tl): 0.87, atom 2 (O): 0.08, atom 3 (C): -0.53, atom 4 (O): 0.05, atom 5 (C): -0.06, atom 6 (C): -0.05, atom 7 (N): -0.02, atom 8 (N): 0.03, atom 9 (C): -0.13, atom 10 (C): -0.56, atom 11 (O): 0.01, atom 12 (O): -0.13, atom 13 (H): 0.08, atom 14 (H): 0.14, atom 15 (H): 0.02, atom 16 (C): -0.20, atom 17 (Si): 0.46, atom 18 (C): -0.20, atom 19 (C): -0.22, atom 20 (C): -0.27, atom 21 (C): -0.10, atom 22 (C): -0.08, atom 23 (C): -0.14, atom 24 (N): -0.02, atom 25 (C): -0.85, atom 26 (S): 0.53, atom 27 (H): 0.00, atom 28 (H): 0.03, atom 29 (H): 0.01, atom 30 (H): 0.03, atom 31 (H): 0.02, atom 32 (H): 0.00, atom 33 (H): 0.02, atom 34 (H): 0.04, atom 35 (H): 0.03, atom 36 (H): 0.07, atom 37 (H): 0.08, atom 38 (H): 0.09, atom 39 (Cl): 0.58, atom 40 (C): -0.68, atom 41 (C): -0.19, atom 42 (C): -0.53, atom 43 (Cl): 0.60, atom 44 (C): -0.49, atom 45 (O): -0.34, atom 46 (C): -0.56, atom 47 (Cl): 0.64, atom 48 (C): -0.14, atom 49 (H): 0.06, atom 50 (H): 0.08, atom 51 (S): 0.50, atom 52 (C): -0.90, atom 53 (N): 0.06, atom 54 (C): -0.02, atom 55 (C): -0.04, atom 56 (C): -0.18, atom 57 (N): 0.03, atom 58 (H): 0.09, atom 59 (H): 0.08, atom 60 (H): 0.09, atom 61 (H): 0.10

---

| no. | E_tot (Ha) |
| --- | --- |
| 1 | -4162.04824 |
| 2 | -4178.18770 |